Computed, not measured: C42H39BaGeN6O8 as an isolated structure in a non-equilibrium geometry, with ωB97M-V with the def2-TZVPD basis set.

CARTESIAN COORDINATES (ANGSTROEM)
Ba (-0.289, 0.640, 0.635)
C (0.056, 2.125, 3.304)
C (-0.364, 0.973, 4.221)
C (-1.684, 0.251, 3.905)
N (-1.813, -0.199, 2.525)
C (-2.771, -1.058, 2.235)
C (-3.617, -1.639, 3.228)
C (-4.683, -2.530, 3.174)
C (-5.376, -3.061, 2.100)
C (-5.082, -2.790, 0.766)
C (-4.030, -2.096, 0.212)
C (-2.871, -1.460, 0.776)
N (-1.842, -1.137, 0.045)
C (-1.719, -1.599, -1.333)
C (-2.263, -0.611, -2.383)
C (-1.365, 0.624, -2.585)
N (-1.394, 1.509, -1.430)
C (-2.183, 2.549, -1.364)
C (-3.007, 3.005, -2.438)
C (-3.992, 3.977, -2.511)
C (-4.573, 4.764, -1.526)
C (-4.185, 4.775, -0.188)
C (-3.112, 4.171, 0.434)
C (-2.058, 3.332, -0.070)
N (-0.939, 3.136, 0.576)
C (-0.623, 3.963, 1.736)
C (-0.973, 3.236, 3.050)
H (0.324, 1.700, 2.347)
H (0.976, 2.567, 3.678)
H (-0.443, 1.331, 5.253)
H (0.442, 0.226, 4.202)
H (-2.532, 0.901, 4.166)
H (-1.721, -0.589, 4.609)
H (-3.360, -1.366, 4.240)
H (-5.058, -2.822, 4.151)
H (-6.224, -3.701, 2.312)
H (-5.781, -3.197, 0.041)
H (-4.065, -2.042, -0.868)
H (-2.196, -2.574, -1.465)
H (-0.645, -1.738, -1.532)
H (-3.262, -0.270, -2.091)
H (-2.356, -1.137, -3.340)
H (-1.652, 1.116, -3.515)
H (-0.331, 0.279, -2.719)
H (-2.827, 2.505, -3.379)
H (-4.412, 4.104, -3.505)
H (-5.401, 5.400, -1.815)
H (-4.802, 5.380, 0.470)
H (-3.039, 4.377, 1.496)
H (-1.100, 4.946, 1.685)
H (0.457, 4.133, 1.729)
H (-1.981, 2.818, 2.957)
H (-0.982, 3.940, 3.886)
O (3.143, -1.226, -0.202)
C (2.803, -0.327, -1.254)
O (2.227, -0.729, -2.207)
C (3.340, 1.035, -1.013)
C (3.951, 1.663, -2.065)
C (4.567, 2.891, -1.873)
C (4.539, 3.503, -0.636)
C (3.883, 2.916, 0.415)
C (3.225, 1.627, 0.316)
O (2.625, 1.024, 1.241)
N (3.892, 3.685, 1.671)
O (4.828, 4.450, 1.870)
O (3.011, 3.480, 2.473)
N (5.254, 3.546, -2.984)
O (5.263, 2.985, -4.067)
O (5.790, 4.622, -2.777)
H (3.982, 1.196, -3.040)
H (5.022, 4.455, -0.493)
Ge (3.157, -1.975, 2.488)
C (4.222, -0.640, 3.387)
C (5.525, -0.449, 2.919)
C (6.329, 0.548, 3.458)
C (5.841, 1.361, 4.475)
C (4.548, 1.179, 4.946)
C (3.740, 0.188, 4.401)
C (1.753, -2.829, 3.504)
C (1.457, -2.516, 4.831)
C (0.406, -3.148, 5.488)
C (-0.360, -4.095, 4.822)
C (-0.072, -4.418, 3.500)
C (0.978, -3.789, 2.847)
H (4.139, -3.036, 1.947)
H (5.912, -1.079, 2.122)
H (7.334, 0.698, 3.079)
H (6.462, 2.153, 4.881)
H (4.156, 1.826, 5.722)
H (2.717, 0.092, 4.750)
H (2.047, -1.780, 5.366)
H (0.181, -2.890, 6.517)
H (-1.189, -4.576, 5.327)
H (-0.675, -5.149, 2.975)
H (1.180, -4.034, 1.808)
O (1.041, -1.145, 0.659)
C (2.235, -1.332, 0.823)

Properties
HOMO level = -4.10 eV
Total charge = -1